1.
{"formula": "C5H12N2O", "method": "ωB97M-V/def2-TZVPD", "species": ["C", "C", "C", "C", "C", "N", "N", "O", "H", "H", "H", "H", "H", "H", "H", "H", "H", "H", "H", "H"], "positions_angstrom": [[0.33914, 0.41315, -0.97949], [-0.13100, -1.12009, -0.51850], [-1.46505, -0.85659, 1.51878], [-0.72382, 1.48434, -0.75898], [1.71726, 0.89829, -0.55183], [-0.27708, -1.41012, 0.88516], [0.89945, -1.07554, 1.58893], [1.84853, -1.77046, 1.27759], [0.39398, 0.26021, -2.06564], [-1.07273, -1.29861, -1.05279], [0.62305, -1.78182, -0.96261], [-2.36627, -1.07044, 0.93311], [-1.40552, 0.22258, 1.69856], [-1.60384, -1.30979, 2.50753], [-0.50648, 2.37091, -1.36738], [2.47475, 0.12151, -0.69816], [-1.71119, 1.13020, -1.07115], [-0.78349, 1.78674, 0.28890], [2.02403, 1.75926, -1.15736], [1.72630, 1.24626, 0.48531]], "nbo_charge": [-0.21, -0.24, -0.43, -0.62, -0.63, -0.31, 0.25, -0.31, 0.20, 0.21, 0.22, 0.21, 0.19, 0.21, 0.21, 0.22, 0.20, 0.20, 0.21, 0.21], "lumo_ev": 0.276, "multiplicity": 1, "homo_energy_ev": -8.957, "smiles": "CC(C)CN(C)N=O", "orbital_gap_ha": 0.3393, "total_charge": 0}

=====

2.
{"formula": "C5H12N2O", "method": "ωB97M-V/def2-TZVPD", "species": ["N", "C", "C", "N", "C", "C", "C", "O", "H", "H", "H", "H", "H", "H", "H", "H", "H", "H", "H", "H"], "positions_angstrom": [[-1.60236, -0.80171, 2.58076], [-0.18772, -0.56979, 2.35033], [0.05140, 0.73497, 1.61618], [0.73401, 0.74672, 0.42669], [0.90616, -0.34724, -0.52652], [-0.03765, -0.28012, -1.69237], [0.30347, 0.68344, -2.82688], [-0.33902, 1.78171, 2.09177], [-1.96388, -1.64053, 2.20685], [-2.18006, 0.02426, 2.45369], [0.21515, -1.37852, 1.75014], [0.29768, -0.46580, 3.32954], [0.92810, 1.66595, 0.04108], [0.87815, -1.28325, 0.03045], [1.94643, -0.30667, -0.86563], [-0.18276, -1.27248, -2.15767], [-1.08758, -0.17188, -1.39984], [1.31284, 1.11358, -2.76385], [0.34155, 0.20145, -3.79146], [-0.33390, 1.56594, -2.85327]], "nbo_charge": [-0.85, -0.31, 0.67, -0.62, -0.21, -0.44, -0.62, -0.62, 0.37, 0.38, 0.19, 0.21, 0.40, 0.20, 0.20, 0.21, 0.22, 0.20, 0.22, 0.21], "lumo_ev": 0.898, "multiplicity": 1, "homo_energy_ev": -9.008, "smiles": "CCCNC(=O)CN", "orbital_gap_ha": 0.3641, "total_charge": 0}

=====

3.
{"formula": "C5H12N2O", "method": "ωB97M-V/def2-TZVPD", "species": ["O", "C", "N", "C", "C", "C", "N", "C", "H", "H", "H", "H", "H", "H", "H", "H", "H", "H", "H", "H"], "positions_angstrom": [[-0.73205, -1.67189, 1.01761], [-0.57661, -0.62503, 0.41326], [-0.85298, -0.58083, -0.95702], [-0.40735, 0.64204, -1.82774], [-0.29611, 0.25156, -3.14728], [-0.33172, 0.79887, 1.13080], [1.13900, 0.93604, 1.30160], [1.73870, 0.12098, 2.35829], [-1.09908, -1.45785, -1.41857], [-1.17911, 1.49046, -1.50583], [0.46789, 1.20395, -1.53321], [0.30787, 0.95054, -3.76552], [0.09720, -0.75875, -3.24440], [-1.14957, 0.03775, -3.74294], [-0.88686, 1.51960, 0.61128], [-0.86283, 0.68365, 2.09978], [1.60907, 0.72755, 0.41400], [2.39373, -0.77315, 1.97803], [2.22254, 0.60462, 3.11538], [1.17190, -0.47029, 2.87515]], "nbo_charge": [-0.62, 0.67, -0.65, -0.22, -0.65, -0.30, -0.63, -0.41, 0.40, 0.19, 0.20, 0.23, 0.22, 0.22, 0.20, 0.22, 0.36, 0.18, 0.19, 0.20], "lumo_ev": 0.816, "multiplicity": 1, "homo_energy_ev": -8.605, "smiles": "CCNC(=O)CNC", "orbital_gap_ha": 0.3462, "total_charge": 0}

=====

4.
{"formula": "C5H12N2O", "method": "ωB97M-V/def2-TZVPD", "species": ["C", "C", "C", "C", "C", "H", "H", "H", "H", "H", "H", "H", "H", "H", "H", "H", "H", "N", "N", "O"], "positions_angstrom": [[0.55723, 2.12775, 0.54461], [0.34713, -0.14280, -0.09704], [2.52332, -1.06566, -0.26463], [-1.46707, -1.63370, 0.43751], [-1.89844, 0.45479, -0.71056], [-0.43872, 2.10167, 1.08830], [0.63115, 3.13400, 0.02319], [1.38777, 2.06223, 1.39960], [3.02969, -1.58932, 0.52076], [2.86343, -0.05773, -0.12993], [2.89541, -1.48952, -1.22375], [-0.72267, -2.03611, 1.15255], [-2.39077, -1.42918, 0.89873], [-1.70796, -2.26858, -0.46194], [-1.24357, 1.15589, -1.25380], [-2.69330, 1.13151, 0.00659], [-2.52170, -0.23746, -1.42622], [1.10290, -1.11074, -0.05620], [-0.98831, -0.29768, 0.09872], [0.73448, 1.19064, -0.54649]], "nbo_charge": [-0.28, 0.70, -0.42, -0.40, -0.42, 0.19, 0.20, 0.18, 0.19, 0.18, 0.20, 0.24, 0.19, 0.19, 0.23, 0.18, 0.20, -0.53, -0.46, -0.56], "lumo_ev": 0.934, "multiplicity": 1, "homo_energy_ev": -8.490, "smiles": "C/N=C(\\OC)N(C)C", "orbital_gap_ha": 0.3463, "total_charge": 0}

=====

5.
{"formula": "C5H12N2O", "method": "ωB97M-V/def2-TZVPD", "species": ["C", "C", "C", "C", "C", "N", "N", "O", "H", "H", "H", "H", "H", "H", "H", "H", "H", "H", "H", "H"], "positions_angstrom": [[-0.73210, 0.61359, -0.44302], [0.06618, -0.52216, -1.69980], [0.94972, -0.37441, 1.22190], [0.52204, 0.38422, 2.47884], [-0.25529, -0.59636, 0.30615], [-0.09018, 1.83705, -0.41155], [-0.84376, -1.45549, -2.29982], [-1.07227, -1.51943, 0.52156], [-1.81944, 0.67997, -0.50407], [0.91415, 1.81111, -0.54185], [-0.50719, 2.55789, -0.98764], [-1.70753, -1.00021, -2.57630], [-1.08610, -2.16398, -1.61018], [0.31718, 0.24381, -2.44321], [1.03849, -1.00692, -1.57541], [1.75041, 0.16944, 0.71065], [1.32607, -1.36453, 1.48629], [1.35199, 0.47366, 3.17870], [0.16847, 1.38268, 2.22073], [-0.29083, -0.14995, 2.96802]], "nbo_charge": [-0.06, -0.27, -0.48, -0.60, 0.51, -0.83, -0.82, -0.67, 0.23, 0.38, 0.38, 0.35, 0.38, 0.20, 0.23, 0.19, 0.23, 0.21, 0.22, 0.22], "lumo_ev": 0.801, "multiplicity": 1, "homo_energy_ev": -7.814, "orbital_gap_ha": 0.3166, "total_charge": 0}

=====

6.
{"formula": "C5H12N2O", "method": "ωB97M-V/def2-TZVPD", "species": ["O", "C", "C", "C", "C", "C", "N", "N", "H", "H", "H", "H", "H", "H", "H", "H", "H", "H", "H", "H"], "positions_angstrom": [[-1.95057, -0.14036, 1.96892], [-1.60346, 0.55201, 1.07096], [-0.43864, 1.38272, 0.95086], [-1.25300, -2.22908, -0.17916], [-0.77217, -1.42794, -1.14096], [1.78874, -0.16346, 0.04443], [1.69562, 0.60933, -1.14016], [-0.25814, 1.83778, -0.31002], [-2.20150, 0.59176, 0.17564], [0.30136, 1.45852, 1.70628], [-1.28208, -3.32010, -0.25494], [-1.72110, -1.75953, 0.69160], [-0.86338, -0.36232, -0.99955], [0.18809, -1.56205, -1.62893], [1.87553, -1.18887, -0.32296], [2.67070, 0.02501, 0.69552], [0.94554, 0.10697, 0.79599], [2.36979, 1.37376, -1.00152], [0.62607, 1.36980, -0.78558], [-0.11738, 2.84605, -0.33643]], "nbo_charge": [-0.51, 0.35, -0.02, -0.37, -0.42, -0.43, -0.64, -0.76, 0.13, 0.20, 0.19, 0.21, 0.17, 0.21, 0.23, 0.19, 0.20, 0.34, 0.35, 0.40], "lumo_ev": -1.758, "multiplicity": 1, "homo_energy_ev": -9.270, "orbital_gap_ha": 0.2761, "total_charge": 0}

=====

7.
{"formula": "C5H12N2O", "method": "ωB97M-V/def2-TZVPD", "species": ["C", "C", "C", "C", "N", "C", "N", "O", "H", "H", "H", "H", "H", "H", "H", "H", "H", "H", "H", "H"], "positions_angstrom": [[0.80863, -2.05010, 2.06870], [0.62365, 1.49991, -1.29879], [-0.94138, -0.84067, 3.13234], [-0.18247, 2.15606, -2.42043], [-0.13665, -1.99480, 2.88955], [-0.02765, 0.13066, -0.91037], [0.19669, -0.83750, -1.83561], [-0.86255, 0.02607, -0.04020], [-0.33003, -1.69534, -1.78918], [0.84038, -0.82457, -2.60714], [1.58680, -2.78126, 2.24909], [0.82895, -1.63408, 1.06120], [0.59948, 2.13471, -0.41311], [1.65840, 1.36870, -1.62294], [-0.63694, -0.33582, 4.04945], [-1.96730, -1.17944, 3.28199], [-0.90148, -0.11433, 2.31441], [0.21394, 3.14112, -2.65909], [-0.14931, 1.56253, -3.33265], [-1.22115, 2.26815, -2.11724]], "nbo_charge": [-0.04, -0.49, -0.45, -0.60, -0.40, 0.68, -0.84, -0.62, 0.40, 0.40, 0.15, 0.14, 0.23, 0.20, 0.20, 0.20, 0.20, 0.21, 0.20, 0.22], "lumo_ev": 0.754, "multiplicity": 1, "homo_energy_ev": -8.441, "smiles": "CCC(N)=O.C=NC", "orbital_gap_ha": 0.3379, "total_charge": 0}

=====

8.
{"formula": "C5H12N2O", "method": "ωB97M-V/def2-TZVPD", "species": ["C", "O", "C", "C", "C", "C", "N", "N", "H", "H", "H", "H", "H", "H", "H", "H", "H", "H", "H", "H"], "positions_angstrom": [[-0.75061, -1.61216, -0.93872], [0.32266, -2.25447, -0.81413], [1.62645, -0.87360, 1.43697], [1.16272, 0.30495, 0.59529], [-0.38249, 0.47282, 0.63194], [-0.84270, 1.51644, -0.16870], [-0.39962, 1.64254, -1.48789], [-1.21841, -0.75067, 0.20189], [-1.65211, -2.28938, -0.94643], [-0.85593, -0.97913, -1.85393], [0.88267, -1.16098, 2.17615], [2.67924, -0.84501, 1.68676], [1.53821, 1.24742, 1.00543], [1.49179, 0.27429, -0.42212], [-1.38772, 2.36117, 0.25534], [-1.22760, 1.92529, -2.03035], [0.21998, 2.44150, -1.55966], [-0.63398, 0.60527, 1.67508], [1.51607, -1.68876, 0.75089], [-2.08860, -0.33753, -0.19377]], "nbo_charge": [0.11, -0.75, -0.66, -0.37, -0.19, 0.24, -0.85, -0.48, 0.17, 0.12, 0.21, 0.21, 0.19, 0.23, 0.18, 0.38, 0.40, 0.22, 0.28, 0.35], "lumo_ev": -2.041, "multiplicity": 1, "homo_energy_ev": -7.236, "orbital_gap_ha": 0.1909, "total_charge": 0}

=====

9.
{"formula": "C5H12N2O", "method": "ωB97M-V/def2-TZVPD", "species": ["C", "O", "C", "C", "C", "C", "N", "N", "H", "H", "H", "H", "H", "H", "H", "H", "H", "H", "H", "H"], "positions_angstrom": [[0.29010, 1.76428, 1.04722], [1.37969, 2.68965, 1.25727], [-0.05063, 1.62103, -0.44829], [0.45111, 0.33599, -1.09203], [-0.27331, -0.89575, -0.62510], [0.31065, -1.76912, 0.20205], [-0.26991, -3.00601, 0.55952], [-1.58172, -1.15314, -1.13118], [-0.57513, 2.11712, 1.57803], [0.68582, 0.84452, 1.45405], [1.07100, 3.56356, 1.49777], [0.37356, 2.50523, -0.93218], [-1.12958, 1.75474, -0.54637], [1.51542, 0.23256, -0.92992], [0.36769, 0.44987, -2.17559], [1.30676, -1.53761, 0.54239], [-0.43789, -3.09371, 1.55378], [-1.13767, -3.10546, 0.04405], [-2.30913, -0.81901, -0.50787], [-1.73525, -0.69118, -2.01924]], "nbo_charge": [-0.06, -0.74, -0.43, -0.43, 0.08, -0.04, -0.83, -0.86, 0.16, 0.18, 0.47, 0.22, 0.19, 0.22, 0.20, 0.19, 0.37, 0.38, 0.37, 0.37], "lumo_ev": 0.862, "multiplicity": 1, "homo_energy_ev": -7.862, "smiles": "N/C=C(\\N)CCCO", "orbital_gap_ha": 0.3206, "total_charge": 0}

=====

10.
{"formula": "C5H12N2O", "method": "ωB97M-V/def2-TZVPD", "species": ["C", "C", "C", "N", "C", "H", "H", "H", "H", "H", "H", "H", "H", "H", "N", "C", "O", "H", "H", "H"], "positions_angstrom": [[0.73039, 2.10296, -0.06233], [-0.06826, -1.50425, 1.22183], [-0.18134, 0.90452, 0.12101], [-1.35267, 1.12554, 0.84519], [0.51964, -0.43184, 0.31462], [-1.34876, 0.66356, 1.75192], [-1.82168, 2.00167, 0.65710], [1.53793, -0.23956, 0.66246], [1.39900, 1.91407, -0.89987], [1.31944, 2.26177, 0.84282], [0.16260, 2.99788, -0.31832], [0.56958, -2.38714, 1.21869], [-1.06744, -1.80278, 0.90739], [-0.18696, -1.11502, 2.23186], [-0.51637, -1.47159, -1.69966], [0.62628, -0.82924, -1.17404], [1.73536, -1.03816, -1.67830], [-1.16411, -2.01024, -1.14814], [-0.42002, -1.74618, -2.66716], [-0.47262, 0.60401, -1.12709]], "nbo_charge": [-0.62, -0.60, 0.03, -0.87, -0.33, 0.38, 0.39, 0.23, 0.22, 0.20, 0.21, 0.23, 0.20, 0.21, -0.88, 0.67, -0.59, 0.40, 0.40, 0.14], "lumo_ev": 0.880, "multiplicity": 1, "homo_energy_ev": -8.444, "smiles": "C[C@H](N)[C@@H](C)C(N)=O", "orbital_gap_ha": 0.3426, "total_charge": 0}

=====

11.
{"formula": "C5H12N2O", "method": "ωB97M-V/def2-TZVPD", "species": ["C", "C", "C", "C", "C", "N", "N", "O", "H", "H", "H", "H", "H", "H", "H", "H", "H", "H", "H", "H"], "positions_angstrom": [[-1.46519, 0.42874, -1.50460], [-0.72447, -0.08659, -0.34269], [1.16991, 0.49347, 1.33703], [1.74471, 0.20832, -1.04385], [0.72164, 0.60604, -0.09026], [-1.90374, -1.48399, 1.30917], [-1.07918, -1.44194, 0.14908], [-1.69061, 0.85659, -0.15106], [-0.91692, 1.16189, -2.17159], [-2.22372, -0.15725, -1.95141], [1.01976, -0.53001, 1.66884], [0.69394, 1.18578, 1.94797], [2.37435, 0.66837, 1.26599], [1.93656, -0.83891, -1.20253], [2.71480, 0.64847, -0.82281], [1.52404, 0.65574, -2.00137], [0.45088, 1.61333, -0.25458], [-1.45598, -1.21959, 2.17777], [-2.63410, -0.80598, 1.11020], [-0.25667, -1.96247, 0.57072]], "nbo_charge": [-0.12, 0.31, -0.68, -0.62, -0.21, -0.56, -0.28, -0.49, 0.19, 0.20, 0.17, 0.22, 0.20, 0.22, 0.22, 0.21, 0.22, 0.23, 0.36, 0.21], "lumo_ev": [0.758, -3.204], "multiplicity": 3, "homo_energy_ev": [-3.110, -11.069], "orbital_gap_ha": [0.1421, 0.2890], "total_charge": 0}

=====

12.
{"formula": "C5H12N2O2", "method": "ωB97M-V/def2-TZVPD", "species": ["C", "C", "C", "C", "C", "N", "N", "O", "O", "H", "H", "H", "H", "H", "H", "H", "H", "H", "H", "H", "H"], "positions_angstrom": [[1.59784, 0.35133, -1.03182], [1.85285, 1.39159, 0.02439], [2.02448, -1.01009, -0.47296], [0.74482, -0.29549, 1.30232], [-2.47830, -1.06560, 0.47288], [-2.19012, 1.24772, -0.07169], [-1.67890, -0.06900, -0.12693], [1.15666, 1.01488, 1.22147], [1.45980, -1.30909, 0.82450], [0.46287, 0.33518, -1.12171], [1.84740, 0.51059, -2.18235], [2.83307, 1.72494, 0.25498], [1.25889, 2.21607, -0.21082], [1.83600, -1.76199, -1.20514], [3.11226, -0.96193, -0.16792], [0.15110, -0.61542, 2.08740], [-3.29708, -1.17712, -0.20600], [-2.04443, -2.15487, 0.53817], [-2.97214, -0.85531, 1.57736], [-2.67252, 1.53541, 0.81591], [-1.51850, 1.90721, -0.47201]], "nbo_charge": [-0.50, -0.07, -0.07, 0.36, -0.47, -0.65, -0.26, -0.52, -0.51, 0.26, 0.24, 0.18, 0.18, 0.19, 0.17, 0.16, 0.20, 0.22, 0.15, 0.35, 0.37], "lumo_ev": [0.856, 0.915], "multiplicity": 1, "homo_energy_ev": [-5.853, -7.516], "orbital_gap_ha": [0.2466, 0.3098], "total_charge": 0}

=====

For each record above, in turn, the calculated energy values are -382.3528; -382.4544; -382.3756; -382.3793; -382.3874; -382.2257; -382.4246; -382.2488; -382.4323; -382.4106; -382.1493; -457.4830 a.u..
For each record above, in turn, the calculated ΔE to the lowest compared entry with this formula, charge and spin values are 93.9; 30.2; 79.7; 77.4; 72.3; 173.7; 48.9; 159.2; 44.1; 57.7; 44.7; 166.9 kcal per mole.